Entry 1:
DFT (ωB97M-V with the def2-TZVPD basis set) results for a single C5H9FO molecule.

Geometry as XYZ:
```
16
Properties=species:S:1:pos:R:3
H 0.42094 1.58333 1.24603
C -1.94140 -0.09699 0.82516
H -0.33549 -2.16466 0.51447
C -0.56550 -0.05157 0.36982
F -1.08783 2.23416 0.22384
H 0.64561 1.43969 -0.56488
C 0.14076 -1.22792 0.18270
C -0.03405 1.35347 0.28460
H 1.22143 -0.18043 -1.95309
H -2.61357 0.49103 0.20877
H 2.44586 0.44726 -0.74185
H -2.20382 -1.19504 0.86205
H 2.60968 -1.15438 -1.81071
H -2.05319 0.39350 1.86982
O 1.38152 -1.41195 -0.30614
C 1.96905 -0.45951 -1.21059
```

LUMO: 0.88 eV
SMILES string: CO/C=C(/C)CF
Calculated total energy: -370.945761 Ha

Entry 2:
DFT (ωB97M-V with the def2-TZVPD basis set) results for a single C5H9FOS molecule.

Geometry as XYZ:
```
17
Properties=species:S:1:pos:R:3
H 1.15038 -1.50018 -0.78740
C 0.93656 1.03008 0.16865
O 0.87770 0.87548 -2.31037
F -0.62750 -0.97911 -1.60127
H 0.97011 -0.13999 2.68179
H 0.23345 0.09174 -2.34509
H 1.97167 0.67501 0.02544
H -0.36165 -2.24051 -0.15606
H -0.48961 1.89780 -1.09530
S -1.27621 -0.10632 1.65712
C 0.52592 1.61810 -1.18193
C 0.14016 -1.32748 -0.48249
C 0.19034 -0.19934 0.57429
H 0.42875 -1.82613 2.09838
C 0.40198 -0.73714 1.95832
H 1.11671 2.53192 -1.28739
H 0.85563 1.71425 1.02502
```

LUMO: 0.69 eV
SMILES string: OCC[C@@]1(CF)CS1
Calculated total energy: -769.164918 Ha

Entry 3:
DFT (ωB97M-V with the def2-TZVPD basis set) results for a molecular structure, C5H9GaO3.

Geometry as XYZ:
```
18
Properties=species:S:1:pos:R:3
C -1.34404 0.01881 -1.08126
O 1.94294 -0.68177 -0.03632
H 4.45724 -0.17594 0.09840
C 4.25367 -1.18237 -0.27816
H 2.52264 -2.28467 -1.10557
H -3.65970 2.55231 1.19725
C -2.67557 0.65896 1.00897
H 4.76922 -1.36462 -1.23450
C -3.03525 2.02287 0.46452
C 2.81852 -1.41810 -0.48653
H 4.62631 -1.95344 0.41517
H -3.61475 1.93123 -0.46349
H -3.56470 0.01661 1.05306
Ga 0.29161 -0.51262 -0.34548
O -1.70359 -0.90584 -1.79050
H -2.13204 2.62651 0.30235
H -2.23904 0.74304 2.01189
O -1.71345 -0.09098 0.27018
```

LUMO: -10.83 eV
Charge: +2
Calculated total energy: -2345.569879 Ha

Entry 4:
DFT (ωB97M-V with the def2-TZVPD basis set) results for a molecular structure, C5H9HgO3.

Geometry as XYZ:
```
18
Properties=species:S:1:pos:R:3
H -0.70137 -0.31689 1.00998
C -0.27727 -1.53929 -3.58950
H -0.20200 1.88909 -0.07890
H -1.19238 0.28830 -2.88409
O 0.17707 -2.05949 -2.34676
Hg 0.03943 -3.35840 -0.14294
H -2.29146 -1.13137 -2.90272
O 1.30296 0.05005 -1.17263
C -1.47284 -0.62201 -3.43004
H -0.54013 -2.42140 -4.18811
C 0.32815 0.03047 0.88627
H -1.83687 -0.31672 -4.42080
O 1.84189 -2.54933 -1.17391
H 1.53347 1.79134 0.62595
H 1.02666 -0.53433 1.50947
H 0.54739 -0.98501 -4.06027
C 1.42422 -1.58612 -1.86924
C 0.58154 1.30232 0.40534
```

LUMO (alpha / beta): 3.80 / 3.11 eV
Multiplicity: 3
Charge: -1
Calculated total energy: -574.848139 Ha

Entry 5:
DFT (ωB97M-V with the def2-TZVPD basis set) results for a gas-phase ion, C5H9IN3 (charge +1).

Geometry as XYZ:
```
18
Properties=species:S:1:pos:R:3
H 1.34656 3.55372 1.02626
C 0.55715 2.16713 -0.30115
C -0.14303 -2.51149 0.97237
H -1.01071 2.22268 -1.53660
C -0.05961 -2.55932 -0.51470
H 1.79088 1.69920 1.06911
N 1.30945 2.56518 0.67887
H 0.12791 -3.50687 -0.97480
C -0.37940 -0.30499 -1.03065
H -0.81862 -3.29331 1.27708
H -0.85901 3.73889 -0.62825
N -0.45247 2.76969 -0.87815
C 0.72162 0.34877 -0.64327
N -0.18941 -1.61683 -1.33385
I 2.62675 -0.28475 0.05196
H -0.40112 -1.42926 1.28745
H 0.82843 -2.74080 1.42602
H -1.23963 0.05411 -1.42568
```

LUMO: -3.32 eV
SMILES string: C/C=N\C=C(/I)C(N)=[NH2+]
Charge: +1
Calculated total energy: -657.555164 Ha

Entry 6:
DFT (ωB97M-V with the def2-TZVPD basis set) results for a single C5H9IO molecule.

Geometry as XYZ:
```
16
Properties=species:S:1:pos:R:3
H 1.12969 -0.97822 -0.71269
H 0.13747 1.89506 0.99686
H 0.24407 -1.05809 1.48121
H -1.07657 -0.01609 1.81286
C 0.22974 -0.60523 -1.31706
H 0.54395 0.14270 -2.10103
C -1.92733 0.71192 -0.66988
H -0.48649 -1.45853 -1.75971
H 1.39380 0.75297 0.49241
C -0.71263 -0.68935 1.02697
H -1.55232 -1.45199 0.92215
C -0.48150 0.19242 -0.25260
C 0.49577 1.33032 0.14828
O -2.65340 0.08935 -1.40964
I -2.66868 2.48456 0.20369
H 0.78814 2.04244 -0.67140
```

LUMO: 0.50 eV
SMILES string: CC(C)(C)C(=O)I
Calculated total energy: -568.825020 Ha